1.
This record from the OMol25 dataset describes a molecular structure, C55H35N6O2PtS. The level of theory is wB97M-V/def2-TZVPD.

Summary:
net charge	+1
frontier orbital gap	5.921	eV
relative energy (zero: lowest compared OMol25 entry of this formula, charge and spin)	0.0630	eV
maximum force	0.39	eV/Å

```
100
Properties=species:S:1:pos:R:3:lowdin_charge:R:1
Pt -0.346 0.137 -0.322 1.644
C 3.374 -5.061 -4.564 -0.074
C 3.953 -4.375 -3.506 -0.065
C 3.214 -3.440 -2.797 -0.028
C 1.887 -3.185 -3.136 -0.210
C 1.314 -3.875 -4.201 -0.041
C 2.055 -4.808 -4.912 -0.067
C 1.121 -2.167 -2.366 -0.062
C -0.001 -2.564 -1.649 -0.210
C -0.597 -3.872 -1.667 0.034
C -1.749 -3.802 -0.960 0.043
C -1.854 -2.470 -0.437 -0.216
C -2.808 -2.063 0.490 -0.072
C -3.903 -3.020 0.826 -0.227
C -3.749 -3.895 1.898 -0.026
C -4.757 -4.793 2.213 -0.065
C -5.926 -4.820 1.463 -0.077
C -6.082 -3.949 0.394 -0.070
C -5.073 -3.051 0.075 -0.025
C -2.712 -0.897 1.239 -0.216
N -1.762 0.073 1.104 -0.043
C -1.902 0.958 2.136 -0.210
C -1.187 2.139 2.311 -0.063
C -1.425 2.913 3.562 -0.215
C -0.978 2.403 4.778 -0.026
C -1.203 3.101 5.955 -0.065
C -1.878 4.312 5.928 -0.075
C -2.330 4.825 4.719 -0.067
C -2.104 4.129 3.541 -0.040
C -0.320 2.659 1.351 -0.212
C 0.262 3.970 1.368 0.034
C 0.899 4.145 0.184 0.040
C 0.776 2.924 -0.558 -0.224
N 0.025 2.050 0.178 -0.053
C 1.450 2.648 -1.745 -0.064
C 1.611 1.367 -2.264 -0.214
C 2.484 1.006 -3.343 0.035
C 2.469 -0.345 -3.442 0.036
C 1.540 -0.838 -2.465 -0.214
N 1.041 0.225 -1.773 -0.044
C 2.143 3.782 -2.415 -0.212
C 3.532 3.872 -2.418 -0.029
C 4.161 4.947 -3.028 -0.063
C 3.409 5.941 -3.639 -0.075
C 2.024 5.860 -3.635 -0.069
C 1.394 4.787 -3.023 -0.031
C -3.001 0.527 2.956 0.038
C -3.518 -0.587 2.388 0.041
N -0.789 -1.745 -0.884 -0.045
H 3.950 -5.791 -5.118 0.108
H 4.981 -4.568 -3.230 0.109
H 3.664 -2.905 -1.969 0.124
H 0.288 -3.670 -4.483 0.121
H 1.601 -5.335 -5.741 0.108
H -0.185 -4.731 -2.169 0.120
H -2.459 -4.591 -0.769 0.127
H -2.831 -3.868 2.474 0.128
H -4.632 -5.473 3.045 0.108
H -6.712 -5.520 1.710 0.106
H -6.992 -3.968 -0.193 0.106
H -5.192 -2.370 -0.759 0.119
H -0.450 1.457 4.796 0.124
H -0.848 2.698 6.895 0.109
H -2.054 4.856 6.846 0.107
H -2.863 5.766 4.694 0.108
H -2.465 4.525 2.599 0.121
H 0.182 4.667 2.185 0.121
H 1.447 5.010 -0.150 0.126
H 3.047 1.702 -3.941 0.122
H 3.010 -0.962 -4.139 0.124
H 4.117 3.107 -1.921 0.128
H 5.241 5.012 -3.018 0.109
H 3.902 6.778 -4.115 0.107
H 1.433 6.633 -4.108 0.107
H 0.312 4.722 -3.016 0.117
H -3.342 1.042 3.839 0.125
H -4.357 -1.174 2.721 0.126
O -0.174 -2.188 2.018 0.111
C 0.822 -1.516 1.913 -0.396
N 1.041 -0.505 0.974 -0.009
C 2.295 0.086 1.154 -0.396
O 2.772 0.964 0.480 0.113
C 2.938 -0.629 2.297 -0.091
C 4.179 -0.452 2.872 0.011
C 4.505 -1.286 3.938 -0.054
C 3.616 -2.257 4.395 -0.054
C 2.367 -2.427 3.803 0.010
C 2.056 -1.592 2.750 -0.091
H 4.861 0.305 2.510 0.124
H 5.466 -1.182 4.423 0.109
H 3.906 -2.888 5.224 0.109
H 1.670 -3.180 4.146 0.124
S -3.234 2.439 -2.950 1.111
C -2.551 1.136 -3.822 -0.341
C -1.801 0.367 -3.002 -0.191
N -1.748 0.833 -1.707 -0.163
C -2.440 1.935 -1.550 -0.435
H -2.745 0.992 -4.871 0.084
H -1.270 -0.535 -3.263 0.118
H -2.512 2.453 -0.606 0.094
```

***

2.
This record from the OMol25 dataset describes a molecular structure, C8H21AlNO3. The level of theory is wB97M-V/def2-TZVPD.

Summary:
net charge	+3
frontier orbital gap	3.627	eV
relative energy (zero: lowest compared OMol25 entry of this formula, charge and spin)	0.0000	eV
maximum force	2.55	eV/Å

```
34
Properties=species:S:1:pos:R:3:lowdin_charge:R:1
Al -1.813 -0.050 -2.016 1.347
C 2.784 -1.641 -0.964 0.005
C 1.328 -1.945 -0.476 -0.226
O 0.465 -1.856 -1.606 -0.090
H 2.862 -0.807 -1.655 0.060
H 3.118 -2.567 -1.433 0.104
H 3.411 -1.420 -0.097 0.109
H 1.052 -1.156 0.222 0.105
H 1.353 -2.928 -0.013 0.142
H 0.290 -2.786 -1.853 0.143
C -2.066 -2.652 0.849 -0.028
O -1.617 -1.295 0.621 -0.282
C -2.016 -0.555 1.756 -0.178
C -1.397 0.846 1.876 -0.099
N -1.570 1.578 0.613 0.052
C -0.672 2.708 0.409 -0.098
C 0.747 2.380 -0.110 -0.132
O 0.725 1.597 -1.264 -0.176
C 1.843 1.787 -2.137 0.011
H -1.434 -3.097 1.629 0.123
H -1.959 -3.279 -0.032 0.106
H -3.067 -2.732 1.280 0.121
H -1.748 -1.005 2.724 0.171
H -3.112 -0.524 1.816 0.158
H -0.330 0.783 2.098 0.142
H -1.868 1.351 2.729 0.182
H -2.518 1.966 0.697 0.174
H -0.565 3.257 1.354 0.182
H -1.083 3.420 -0.312 0.157
H 1.245 1.775 0.668 0.171
H 1.235 3.345 -0.256 0.165
H 2.723 1.349 -1.649 0.123
H 2.085 2.828 -2.387 0.138
H 1.568 1.326 -3.082 0.118
```

***

3.
This record from the OMol25 dataset describes 10 unconnected molecules or ions with the total composition C47H114B2F8N8O8. The level of theory is wB97M-V/def2-TZVPD.

Summary:
net charge	+6
frontier orbital gap	4.465	eV
maximum force	9.59	eV/Å

```
187
Properties=species:S:1:pos:R:3:lowdin_charge:R:1
C 0.670 2.083 -3.052 -0.021
C 1.387 2.678 -4.317 -0.423
C 1.339 4.181 -4.125 -0.157
C 2.204 5.013 -5.090 -0.126
C 3.702 4.586 -4.916 -0.067
C 3.952 3.001 -5.055 -0.418
N 2.839 2.254 -4.328 0.160
O 3.110 0.937 -3.814 0.130
C 5.288 2.600 -4.458 -0.015
C 4.013 2.619 -6.547 0.004
C 0.753 2.296 -5.678 0.029
H -0.327 2.520 -2.993 0.076
H 1.151 2.353 -2.112 0.086
H 0.454 1.015 -3.089 0.061
H 1.623 4.434 -3.104 0.118
H 0.313 4.519 -4.272 0.112
H 2.205 6.091 -4.926 0.130
H 1.952 4.917 -6.146 0.118
H 4.173 4.963 -4.008 0.129
H 4.206 4.995 -5.792 0.133
H 5.491 1.619 -4.888 0.093
H 5.356 2.501 -3.375 0.103
H 6.028 3.281 -4.878 0.122
H 4.844 2.979 -7.154 0.128
H 3.161 2.925 -7.154 0.082
H 4.038 1.536 -6.663 0.104
H 1.166 2.728 -6.589 0.088
H -0.267 2.680 -5.693 0.105
H 0.726 1.209 -5.757 0.099
C -3.105 2.724 -0.628 0.021
C -2.559 4.162 -0.157 -0.381
C -1.073 4.025 0.061 -0.151
C -0.195 5.237 -0.183 -0.167
C -0.465 5.866 -1.523 -0.162
C -1.896 6.268 -1.681 -0.401
N -2.863 5.078 -1.365 0.162
O -4.202 5.257 -1.754 0.187
C -2.082 6.609 -3.200 0.000
C -2.164 7.537 -0.772 0.052
C -3.133 4.733 1.136 0.004
H -2.635 2.380 -1.550 0.071
H -4.185 2.778 -0.765 0.082
H -2.892 1.881 0.030 0.080
H -0.622 3.252 -0.562 0.099
H -0.901 3.598 1.049 0.123
H 0.857 4.955 -0.154 0.122
H -0.191 5.954 0.638 0.123
H -0.242 5.024 -2.179 0.088
H 0.129 6.764 -1.688 0.155
H -1.833 5.672 -3.698 0.072
H -1.379 7.338 -3.601 0.113
H -3.051 6.951 -3.562 0.100
H -1.301 8.190 -0.644 0.118
H -2.342 7.201 0.250 0.073
H -3.021 8.080 -1.170 0.111
H -3.376 3.908 1.805 0.077
H -4.078 5.261 1.011 0.106
H -2.442 5.347 1.714 0.092
C 1.337 -4.648 0.121 0.030
C 1.127 -4.564 -1.468 -0.358
C 0.671 -3.151 -1.844 -0.139
C 1.712 -2.059 -1.663 -0.146
C 3.017 -2.383 -2.468 -0.099
C 3.585 -3.778 -2.115 -0.440
N 2.464 -4.818 -2.140 0.124
O 2.839 -6.108 -2.277 0.207
C 4.246 -3.729 -0.759 0.004
C 4.518 -4.099 -3.303 0.004
C 0.008 -5.585 -1.920 0.002
H 2.124 -5.301 0.499 0.089
H 0.491 -5.047 0.680 0.070
H 1.508 -3.660 0.549 0.075
H -0.152 -2.844 -1.199 0.113
H 0.414 -3.170 -2.903 0.129
H 1.851 -1.826 -0.607 0.098
H 1.194 -1.146 -1.956 0.093
H 3.865 -1.706 -2.361 0.130
H 2.788 -2.373 -3.533 0.118
H 5.186 -3.182 -0.819 0.126
H 4.545 -4.706 -0.378 0.105
H 3.681 -3.258 0.045 0.066
H 4.996 -5.074 -3.203 0.102
H 5.225 -3.270 -3.311 0.110
H 4.003 -4.120 -4.264 0.102
H 0.162 -6.558 -1.454 0.080
H 0.065 -5.591 -3.008 0.096
H -1.055 -5.382 -1.784 0.071
C 1.206 0.690 3.999 0.014
C 1.946 1.909 3.344 -0.266
C 3.207 2.403 4.048 -0.170
O 3.105 2.502 5.466 -0.130
C 2.114 3.430 5.816 -0.127
N 2.290 1.583 1.907 0.246
H 1.459 1.294 1.411 0.099
H 2.609 2.410 1.423 0.165
H 2.962 0.837 1.796 0.131
H 0.889 0.898 5.021 0.089
H 1.961 -0.096 3.983 0.082
H 0.376 0.233 3.461 0.063
H 1.243 2.725 3.175 0.130
H 3.525 3.385 3.697 0.134
H 4.075 1.747 3.975 0.143
H 1.113 3.008 5.905 0.069
H 2.030 4.412 5.350 0.095
H 2.440 3.674 6.827 0.110
C -1.789 -7.544 0.726 -0.015
C -3.107 -6.782 1.055 -0.201
C -3.304 -5.397 0.404 -0.160
O -2.426 -4.480 1.092 -0.179
C -2.371 -3.144 0.591 -0.087
N -4.369 -7.712 0.714 0.247
H -5.207 -7.216 0.984 0.161
H -4.416 -8.054 -0.235 0.170
H -4.469 -8.536 1.289 0.172
H -0.962 -7.036 1.221 0.078
H -1.527 -7.496 -0.331 0.067
H -1.574 -8.571 1.022 0.104
H -3.207 -6.729 2.140 0.155
H -4.309 -4.974 0.402 0.136
H -3.020 -5.499 -0.643 0.112
H -3.182 -2.439 0.772 0.081
H -2.379 -3.162 -0.499 0.062
H -1.480 -2.667 0.999 0.080
C 3.701 -4.615 5.620 -0.007
C 3.328 -5.492 4.416 -0.242
C 1.899 -5.329 3.867 -0.218
O 1.722 -4.112 3.292 -0.183
C 0.381 -3.607 3.265 -0.050
N 4.335 -5.162 3.274 0.249
H 5.288 -5.343 3.555 0.176
H 4.204 -5.690 2.423 0.152
H 4.085 -4.217 3.017 0.104
H 3.133 -4.981 6.475 0.105
H 3.616 -3.543 5.441 0.079
H 4.756 -4.797 5.827 0.096
H 3.579 -6.530 4.636 0.155
H 1.186 -5.401 4.688 0.144
H 1.788 -6.147 3.155 0.123
H -0.059 -3.452 4.250 0.108
H -0.295 -4.194 2.644 0.064
H 0.413 -2.628 2.786 0.077
C -4.276 2.442 6.354 -0.028
C -3.081 3.026 5.663 -0.260
C -2.636 2.352 4.348 -0.178
O -2.508 0.979 4.686 -0.203
C -3.473 -0.028 4.232 -0.028
N -3.364 4.555 5.456 0.245
H -4.248 4.763 5.016 0.166
H -3.463 4.980 6.367 0.169
H -2.619 5.063 5.001 0.159
H -5.180 2.452 5.745 0.101
H -4.474 2.917 7.314 0.112
H -4.099 1.369 6.437 0.095
H -2.319 2.985 6.442 0.162
H -1.694 2.786 4.014 0.116
H -3.302 2.399 3.486 0.115
H -4.440 0.281 4.630 0.075
H -3.282 -0.974 4.739 0.104
H -3.572 -0.087 3.148 0.079
C -2.178 -0.115 -3.793 -0.024
C -3.475 -0.947 -3.720 -0.226
C -4.014 -1.158 -2.297 -0.162
O -4.563 0.049 -1.778 -0.197
C -5.387 -0.093 -0.644 -0.086
N -4.575 -0.279 -4.674 0.259
H -4.827 0.606 -4.257 0.156
H -4.251 -0.090 -5.612 0.167
H -5.368 -0.891 -4.801 0.171
H -1.782 -0.219 -4.804 0.092
H -1.465 -0.533 -3.082 0.083
H -2.436 0.900 -3.494 0.077
H -3.355 -1.887 -4.259 0.152
H -3.239 -1.580 -1.657 0.110
H -4.879 -1.816 -2.373 0.133
H -5.926 0.832 -0.441 0.099
H -4.893 -0.428 0.268 0.086
H -6.233 -0.756 -0.827 0.099
B -0.517 0.285 0.659 -1.415
F 0.357 -0.594 1.236 0.150
F 0.135 0.775 -0.433 0.160
F -1.771 -0.218 0.359 0.138
F -0.744 1.229 1.685 0.099
B 4.044 -1.621 2.527 -1.397
F 3.820 -1.919 3.883 0.118
F 4.628 -0.378 2.455 0.152
F 4.825 -2.604 1.978 0.148
F 2.870 -1.573 1.836 0.146
```

***

4.
This record from the OMol25 dataset describes 2 unconnected molecules or ions with the total composition ClFN2O3. The level of theory is wB97M-V/def2-TZVPD.

Summary:
frontier orbital gap (alpha / beta)	8.973 / 8.494	eV
relative energy (zero: lowest compared OMol25 entry of this formula, charge and spin)	1.6782	eV
maximum force	4.66	eV/Å

```
7
Properties=species:S:1:pos:R:3:lowdin_charge:R:1
N -1.342 1.634 0.096 0.180
N 0.983 -1.784 0.866 -0.375
O 0.093 -2.498 0.639 0.205
O 2.003 -1.780 1.379 0.226
O -1.003 2.429 -0.653 -0.378
F 0.719 -0.432 0.271 -0.054
Cl -1.454 2.430 -2.598 0.197
```

***

5.
This record from the OMol25 dataset describes a single C6H13NO molecule. The level of theory is wB97M-V/def2-TZVPD.

Summary:
structure (SMILES)	C/C=C(/O)[C@@H](C)CN
frontier orbital gap	9.356	eV
relative energy (zero: lowest compared OMol25 entry of this formula, charge and spin)	1.5071	eV
maximum force	1.21	eV/Å

```
21
Properties=species:S:1:pos:R:3:lowdin_charge:R:1
C 1.773 0.384 -1.360 -0.108
C 0.840 -0.789 -1.268 -0.104
C 0.092 -1.209 -0.239 -0.334
O -0.493 -2.451 -0.398 0.025
C -0.413 -0.432 0.940 -0.295
C 0.584 0.528 1.579 -0.063
C -1.745 0.333 0.487 -0.241
N -1.587 1.258 -0.600 0.003
H 1.281 1.328 -1.165 0.048
H 2.183 0.434 -2.371 0.073
H 2.607 0.284 -0.679 0.073
H 0.988 -1.539 -2.034 0.107
H -1.173 -2.587 0.275 0.097
H -0.726 -1.149 1.711 0.133
H 1.471 -0.008 1.915 0.088
H 0.893 1.313 0.895 0.056
H 0.122 1.004 2.445 0.080
H -2.145 0.860 1.360 0.113
H -2.469 -0.430 0.165 0.109
H -1.048 2.065 -0.297 0.064
H -1.035 0.802 -1.362 0.077
```